[1]
Here is an isolated molecule of C4H6O2 from the Open Molecules 2025 dataset. Energies are from ωB97M-V/def2-TZVPD.

Its total charge is 0. Its maximum force is 0.99 eV/Å. The calculation puts the HOMO energy at -9.88 eV. The total energy is -306.457319 Ha. As for the energy above the lowest of the compared OMol25 structures with the same formula, charge and spin: 30.7 kcal per mole. Its molar mass is 86.090 g/mol.

Structure (XYZ):
```
12
Properties=species:S:1:pos:R:3:forces:R:3
C -1.1369 0.5344 0.8506 0.321 -0.177 0.344
C 0.2726 -0.1910 0.8872 -0.202 -0.007 0.216
O 0.6264 -0.7688 1.8878 -0.264 0.424 -0.658
C 1.2210 -0.1714 -0.3809 -0.321 0.079 0.221
C 0.2333 -0.4386 -1.4684 -0.372 0.300 -0.259
O -0.5895 0.3897 -1.7759 0.471 -0.338 -0.799
H -1.7879 0.5299 -0.0370 0.841 -0.343 0.239
H -0.9977 1.6011 1.0709 0.182 -0.240 0.136
H -1.7135 0.0756 1.6538 0.211 0.149 0.197
H 1.6708 0.8258 -0.4836 -0.388 -0.083 0.025
H 2.0446 -0.9055 -0.3725 -0.609 0.148 0.525
H 0.1567 -1.4810 -1.8319 0.130 0.089 -0.188
```
Positions in Å, forces in eV/Å.

[2]
Here is an isolated molecule of C4H6O2 from the Open Molecules 2025 dataset. Energies are from ωB97M-V/def2-TZVPD.

Its total charge is 0. Its maximum force is 0.88 eV/Å. The calculation puts the HOMO energy at -9.32 eV. The total energy is -306.310787 Ha. As for the energy above the lowest of the compared OMol25 structures with the same formula, charge and spin: 122.7 kcal per mole. Its molar mass is 86.090 g/mol.

Structure (XYZ):
```
12
Properties=species:S:1:pos:R:3:forces:R:3
C -1.3979 -0.4655 -0.3327 -0.079 -0.057 0.046
C 0.0480 -0.1425 -0.5777 -0.176 0.046 -0.111
C 0.7811 1.0016 0.0596 0.114 0.169 -0.361
O 0.4393 1.2324 1.4210 -0.477 -0.722 0.152
O 0.6830 -0.2030 1.7147 0.199 0.661 0.094
C 1.1577 -0.4118 0.3842 0.391 0.191 -0.266
H -1.6339 -1.4732 -0.6850 -0.021 0.083 0.065
H -1.6226 -0.4046 0.7343 -0.004 -0.012 -0.130
H -2.0389 0.2461 -0.8633 0.056 -0.120 0.084
H 0.4053 -0.2388 -1.6046 -0.105 -0.002 0.123
H 1.1177 1.8620 -0.5107 0.368 -0.214 0.270
H 2.0612 -1.0028 0.2602 -0.265 -0.023 0.033
```
Positions in Å, forces in eV/Å.

[3]
Here is a structure of composition C4H6O2 from the Open Molecules 2025 dataset. Energies are from ωB97M-V/def2-TZVPD.

Its total charge is 0. Its maximum force is 0.63 eV/Å. The calculation puts the HOMO energy at -10.53 eV. The total energy is -306.484519 Ha. As for the energy above the lowest of the compared OMol25 structures with the same formula, charge and spin: 13.7 kcal per mole. Its molar mass is 86.090 g/mol.

Structure (XYZ):
```
12
Properties=species:S:1:pos:R:3:forces:R:3
C 1.2731 -0.7611 -0.5294 -0.026 -0.007 -0.027
C -0.1898 -0.5411 -0.1734 0.158 -0.284 0.149
C -0.5279 0.4175 0.9756 0.025 0.014 0.102
C -1.1913 1.2338 -0.1213 -0.317 0.543 0.039
O -1.7964 2.2569 -0.2167 0.313 -0.540 0.020
O -0.8700 0.3555 -1.1150 -0.044 0.069 -0.071
H 1.9207 -0.6307 0.3399 -0.083 -0.043 -0.017
H 1.5812 -0.0423 -1.2892 -0.021 0.038 0.054
H 1.4433 -1.7608 -0.9290 -0.021 0.050 -0.016
H -0.7441 -1.4819 -0.1314 0.052 0.127 -0.001
H -1.2191 0.0433 1.7337 0.082 0.074 -0.125
H 0.3203 0.9108 1.4563 -0.119 -0.041 -0.108
```
Positions in Å, forces in eV/Å.

[4]
Here is an isolated molecule of C4H6O2 from the Open Molecules 2025 dataset. Energies are from ωB97M-V/def2-TZVPD.

Its total charge is 0. Its maximum force is 0.76 eV/Å. The calculation puts the HOMO energy at -10.16 eV. The total energy is -306.430226 Ha. As for the energy above the lowest of the compared OMol25 structures with the same formula, charge and spin: 47.7 kcal per mole. Its molar mass is 86.090 g/mol.

Structure (XYZ):
```
12
Properties=species:S:1:pos:R:3:forces:R:3
O -1.6854 -0.2974 -1.2111 -0.068 0.743 -0.166
C -1.1319 0.7644 -1.0867 -0.547 -0.257 -0.250
O -0.6984 1.3082 0.0717 -0.098 0.032 -0.117
C 0.1805 0.4863 0.8534 0.108 -0.075 -0.012
C 1.1402 -0.2647 -0.0078 0.207 -0.002 -0.144
C 0.0583 -0.9992 0.7436 -0.132 -0.152 0.023
H -0.9160 1.3982 -1.9577 -0.167 0.275 0.168
H 0.4463 1.0127 1.7675 -0.040 -0.237 -0.291
H 0.8974 -0.0859 -1.0542 0.456 -0.306 0.082
H 2.2026 -0.3707 0.1754 -0.179 -0.004 0.323
H -0.7826 -1.2981 0.1277 0.316 -0.339 0.390
H 0.2890 -1.6537 1.5782 0.143 0.321 -0.006
```
Positions in Å, forces in eV/Å.

[5]
Here is an isolated molecule of C4H6O2 from the Open Molecules 2025 dataset. Energies are from ωB97M-V/def2-TZVPD.

Its total charge is 0. Its maximum force is 0.47 eV/Å. The calculation puts the HOMO energy at -9.72 eV. The total energy is -306.446449 Ha. As for the energy above the lowest of the compared OMol25 structures with the same formula, charge and spin: 37.6 kcal per mole. Its molar mass is 86.090 g/mol.

Structure (XYZ):
```
12
Properties=species:S:1:pos:R:3:forces:R:3
O 0.3700 -1.2624 1.6070 0.267 0.084 -0.374
C 1.0104 -1.0794 0.5906 -0.190 -0.008 0.221
C 0.4975 -0.3255 -0.5706 0.156 -0.154 -0.022
C -1.0030 -0.1003 -0.6295 -0.175 0.000 -0.075
C -0.1432 1.0343 -0.2413 -0.108 0.108 -0.281
O -0.1560 1.5300 1.0460 -0.131 -0.077 0.073
H 2.0526 -1.4475 0.5099 -0.135 0.011 0.021
H 1.0619 -0.4001 -1.4953 -0.045 0.026 0.170
H -1.5415 -0.6007 0.1749 0.054 0.145 -0.140
H -1.5038 -0.0933 -1.5907 0.156 -0.050 0.058
H 0.0560 1.8209 -0.9632 -0.046 -0.154 0.074
H -0.7008 0.9239 1.5622 0.197 0.070 0.276
```
Positions in Å, forces in eV/Å.

[6]
Here is an isolated molecule of C4H6O2 from the Open Molecules 2025 dataset. Energies are from ωB97M-V/def2-TZVPD.

Its total charge is 0. Its maximum force is 0.54 eV/Å. The calculation puts the HOMO energy at -9.98 eV. The total energy is -306.432986 Ha. As for the energy above the lowest of the compared OMol25 structures with the same formula, charge and spin: 46.0 kcal per mole. Its molar mass is 86.090 g/mol.

Structure (XYZ):
```
12
Properties=species:S:1:pos:R:3:forces:R:3
O -0.9662 -0.9046 -2.0557 0.327 0.405 0.151
C -0.1629 -0.1397 -1.5812 -0.229 -0.259 -0.062
C 0.4099 -0.2888 -0.1965 0.018 -0.072 -0.051
C 0.6123 1.0130 0.5896 0.260 0.229 -0.124
O -0.4361 0.6708 1.5026 -0.066 0.092 0.165
C -0.5946 -0.6295 0.9136 -0.169 -0.356 -0.016
H 0.2159 0.7375 -2.1526 -0.083 -0.146 -0.045
H 1.2815 -0.9479 -0.2643 -0.069 0.103 0.008
H 1.5827 1.1070 1.0913 -0.135 -0.001 -0.044
H 0.3979 1.9423 0.0425 0.032 -0.152 0.081
H -1.6216 -0.8153 0.5815 0.164 0.012 0.026
H -0.2757 -1.4291 1.5931 -0.051 0.144 -0.088
```
Positions in Å, forces in eV/Å.

Question: Which value of total energy does entry 5 give?
Answer: -306.446449 Ha

Question: What is the maximum force in the third record?
Answer: 0.63 eV/Å